Molecular formula: C25H28BrCl5InN8O11S2
Method: DFT, ωB97M-V/def2-TZVPD

Output
F_max = 0.488 eV Å⁻¹
HOMO = -5.086 eV
net charge = -1
gap between HOMO and LUMO = 6.7826 eV

```
81
Properties=species:S:1:pos:R:3:forces:R:3
In 0.6897 -1.1043 -0.1069 0.16 0.43 0.16
Br -3.0312 -1.7214 2.9780 0.00 -0.02 -0.01
Cl -1.4064 -6.1627 -5.0156 0.00 -0.03 -0.02
Cl -2.0154 -0.9753 -3.5842 -0.06 0.06 0.00
Cl 2.2363 -3.6907 -1.8564 0.07 -0.01 0.06
Cl -3.0293 -3.4995 -5.1445 -0.03 0.01 0.00
Cl 1.2485 -6.2598 -3.3664 0.04 -0.06 0.01
S 3.6280 0.1111 0.6116 0.02 0.00 0.02
S 0.6765 5.5602 -2.3505 0.00 0.04 0.13
O -1.5967 3.7501 1.6616 0.03 -0.10 0.14
O 4.8776 0.4305 -0.0239 0.03 0.07 0.00
O 0.2884 4.8106 1.8238 0.03 -0.11 0.12
O 3.6989 -0.3225 1.9870 0.02 -0.02 0.08
O -0.8869 -3.1154 -0.3795 -0.17 -0.21 0.14
O 2.7248 1.4077 0.6438 0.00 0.09 0.01
O 0.9541 6.4499 -3.4546 0.06 0.03 -0.07
O -0.0933 6.0501 -1.2335 -0.02 -0.05 -0.02
O 2.8573 -0.8537 -0.2417 -0.24 -0.12 -0.04
O -1.4979 -1.1081 0.3101 0.10 -0.10 -0.05
O 0.4573 -1.3862 -2.1761 0.23 -0.18 -0.22
N 1.4097 3.1799 -0.1962 -0.04 -0.03 -0.09
N 0.6751 -0.1919 2.0228 -0.03 -0.07 0.05
N 1.6826 -4.1544 3.1296 -0.09 -0.04 0.10
N -0.4175 3.9213 1.3418 -0.16 0.28 -0.34
N 1.2540 -2.7957 1.2743 -0.01 -0.15 0.05
N 0.9595 0.1885 4.3118 0.00 -0.02 -0.03
N 0.6107 1.0963 -0.5299 -0.20 -0.10 -0.03
N 1.1348 -1.9559 3.4675 -0.03 -0.16 0.10
C 0.3452 -4.7945 -3.4573 -0.05 0.03 -0.04
C 0.7930 -3.6643 -2.7964 0.00 0.15 0.03
C -0.3255 1.8142 0.1093 0.05 0.11 -0.02
C 2.2547 4.9973 -1.7239 0.05 -0.05 -0.03
C 0.4601 -0.2601 5.6012 -0.01 0.00 0.03
C -1.5557 -3.5639 -4.2466 0.00 0.00 -0.02
C -5.7302 -3.7902 0.6384 -0.04 -0.03 -0.03
C -5.1218 -3.0954 1.6696 0.07 0.04 0.02
C -0.1379 4.1257 -3.0255 0.14 -0.15 0.05
C -1.5358 4.4871 -3.4961 -0.06 0.04 -0.01
C 0.1243 3.0807 0.3725 0.03 -0.09 0.05
C -0.8367 -4.7563 -4.1920 -0.02 0.01 0.02
C -1.1067 -2.4367 -3.5770 0.05 -0.05 0.03
C -1.7385 -2.3316 0.0712 0.00 0.08 -0.03
C 1.3328 -2.9542 2.5370 0.11 0.04 -0.19
C 0.8916 -0.6134 3.2034 0.13 0.20 -0.05
C 2.6252 1.7370 -1.8310 -0.02 0.04 0.00
C 0.0802 -2.4467 -2.8116 -0.09 0.03 -0.04
C 2.2312 4.3544 -0.3331 -0.01 0.07 0.01
C -3.1287 -2.8379 0.3240 -0.07 0.03 -0.01
C -5.0425 -4.0293 -0.5435 -0.03 -0.01 -0.03
C -3.7475 -3.5675 -0.6892 0.09 0.06 0.03
C 0.9801 1.6264 4.0917 0.06 0.05 -0.02
C 1.7948 1.8820 -0.5794 0.11 0.05 0.05
C -3.8297 -2.6173 1.5021 0.00 -0.02 0.02
H -2.0130 3.5971 -3.9052 0.00 0.00 0.00
H 1.6110 -4.9518 2.5172 0.07 0.02 -0.01
H 0.5370 0.8103 2.0039 -0.09 -0.02 -0.05
H 1.6081 -2.1206 4.3412 0.02 0.01 -0.03
H -3.1818 -3.7558 -1.5938 -0.03 -0.01 -0.02
H 0.4884 3.7642 -3.8430 0.02 0.06 0.01
H -2.1366 4.8474 -2.6621 0.00 0.02 -0.01
H 1.8754 5.0849 0.3892 0.03 -0.01 -0.05
H 1.7206 1.8757 3.3301 -0.01 -0.03 0.00
H 3.5758 2.2600 -1.7378 0.00 0.00 0.03
H -1.5056 5.2534 -4.2699 0.00 0.01 0.02
H 1.4084 -3.6553 0.7592 -0.10 -0.02 -0.02
H 3.2578 4.0939 -0.0610 0.01 0.00 -0.02
H 0.0010 2.0232 3.7938 0.00 -0.01 0.02
H 2.0596 2.1171 -2.6822 -0.02 0.01 0.03
H -1.2680 1.3908 0.4218 0.00 -0.04 -0.02
H -0.1642 3.3675 -2.2455 0.01 -0.03 0.11
H 1.2822 2.1106 5.0181 -0.01 0.00 0.01
H 1.2593 -0.3393 6.3439 0.00 0.01 -0.01
H -5.5132 -4.5757 -1.3501 0.00 -0.01 0.00
H 2.8271 0.6844 -2.0020 0.03 -0.03 -0.02
H 2.8423 5.9179 -1.6806 -0.05 0.03 -0.02
H 2.7046 4.3683 -2.4919 -0.07 -0.04 0.00
H -6.7427 -4.1517 0.7647 0.00 0.00 0.00
H -0.2783 0.4525 5.9738 -0.01 0.00 -0.01
H 1.2618 -4.3291 4.0296 -0.01 0.01 -0.02
H -0.0443 -1.2218 5.5135 0.03 0.00 0.00
H -5.6383 -2.9223 2.6034 -0.01 0.01 0.00
```
Forces are in eV/Å.